20
Properties=species:S:1:pos:R:3:forces:R:3 method="wB97M-V/def2-TZVPD" de_lowest_kcal_mol=26.58 fmax_ha_per_bohr=0.104 spin_multiplicity=1 orbital_gap_ha=0.3461 e_homo_ev=-8.7
C 1.31831 -1.55778 -0.69007 -1.31 0.89 -0.12
C 1.53521 -0.20318 -0.44271 -3.48 -0.17 0.44
C 0.07706 -2.15084 -0.58864 -0.44 -0.41 -0.16
C -0.80718 -0.06914 -0.11086 -1.79 4.56 2.09
C 0.45395 0.66459 -0.08328 -0.54 -4.41 0.45
C -1.04258 -1.39182 -0.26842 2.03 0.51 -0.82
C -3.23184 -0.87704 0.45397 0.86 -0.42 -1.63
C -2.63384 0.51334 0.46568 3.83 -0.29 -0.21
C 0.58496 2.01847 0.48764 -1.25 2.59 -1.04
N -2.33438 -1.76045 -0.12149 -0.57 0.15 0.86
O -4.35693 -1.23131 0.62104 -1.36 0.31 0.87
Cl -3.51034 1.49482 -0.72787 0.48 -0.16 0.53
H 2.04970 -2.18644 -1.09382 1.47 -0.59 -0.19
H 2.47415 0.16687 -0.53924 2.74 1.17 -0.13
H -0.02894 -3.18923 -0.83471 -0.01 -0.46 0.04
H -2.48647 1.02346 1.44932 -0.50 -0.46 -0.98
H 0.69628 2.72012 -0.40089 0.03 -0.48 1.05
H -0.45306 2.23990 0.85021 1.08 0.25 0.10
H 1.35494 2.36651 1.24750 -0.82 -1.30 -0.93
H -2.70316 -2.57649 -0.52014 -0.47 -1.29 -0.22

***

23
Properties=species:S:1:pos:R:3:forces:R:3 method="wB97M-V/def2-TZVPD" fmax_ha_per_bohr=0.188 spin_multiplicity=7 orbital_gap_ha="0.1986 / 0.2045" total_charge=+2 e_homo_ev="-15.1 / -15.1" s2=12.013
O -3.86656 0.97249 -0.36631 5.63 -2.81 -6.60
C -3.02754 0.52196 -1.31972 -3.40 2.33 2.89
O -2.91270 1.20293 -2.65262 -0.35 -2.33 4.51
C -2.00529 -0.78403 -1.10381 0.30 0.90 -1.77
N -2.17791 -1.27994 0.31504 -3.14 2.52 -1.93
O -1.34288 -2.28691 0.62511 4.69 -1.18 2.40
C -0.27067 -1.80591 1.55792 -0.01 -1.96 5.45
O -0.12763 -2.30131 2.78966 -0.82 3.62 -8.91
C 0.74277 -0.65338 0.89318 1.52 1.48 -1.47
C 0.83926 0.88034 1.48033 1.80 -1.50 -2.80
C 1.83929 1.95488 0.71998 -0.52 -5.01 -1.47
C 2.66193 1.40080 -0.59743 -1.23 -1.61 0.92
C 2.59975 -0.13077 -1.19249 -2.89 0.95 4.08
C 1.60380 -1.19093 -0.43492 0.37 4.28 1.33
H -0.91945 -0.34917 -1.32984 -2.29 -0.96 0.81
H -2.18324 -1.61099 -1.93374 0.09 1.74 1.63
H -3.14687 -1.71874 0.35181 1.54 0.87 0.23
H 0.17572 1.14252 2.42970 1.27 -0.70 -2.08
H 1.88098 3.05679 1.13009 0.79 -3.70 -5.77
H 3.35636 2.16351 -1.15962 -1.54 -1.67 1.26
H 3.22532 -0.48533 -2.11974 -1.30 1.05 2.04
H 1.45790 -2.31230 -0.80507 0.35 2.70 0.93
Eu 1.59765 3.61350 2.72248 -0.87 0.98 4.31

***

21
Properties=species:S:1:pos:R:3:forces:R:3 method="wB97M-V/def2-TZVPD" de_lowest_kcal_mol=74.41 fmax_ha_per_bohr=0.057 spin_multiplicity=1 orbital_gap_ha="0.2649 / 0.2996" e_homo_ev="-8.3 / -9.9"
C 0.79371 -0.37029 2.04723 -0.63 -1.18 0.96
C -0.49512 -1.57645 -2.72694 0.28 1.26 2.11
C -0.16986 -0.18556 -2.66589 -0.25 -1.55 -1.73
C -0.51373 -2.23458 -1.47272 0.38 1.95 -0.31
C 0.17070 0.42924 -1.50298 0.59 1.12 -0.14
C -0.16229 -1.59342 -0.23638 -1.70 -1.61 -0.88
C 0.21681 -0.25773 -0.26699 0.37 1.52 -0.12
C 1.14108 1.81743 1.21649 0.51 -0.06 -2.88
C 0.64564 0.43113 0.93599 0.04 -0.28 -0.14
N 0.65343 -1.08854 2.93608 0.47 -0.42 0.60
N -1.32851 1.36089 2.22940 -0.18 1.10 -1.49
F 2.15648 2.12440 0.30323 -0.27 -0.11 0.38
F 1.64600 1.91329 2.42139 0.72 -0.03 1.52
H -0.81320 -2.06353 -3.65020 0.23 0.12 0.36
H -0.13414 0.37761 -3.60761 -0.12 -0.13 0.49
H -0.90313 -3.20482 -1.52306 -0.28 -1.45 0.56
H 0.45869 1.48958 -1.64577 -0.13 -0.72 0.78
H -0.44418 -2.10355 0.73052 0.91 0.52 -1.21
H 0.39098 2.54887 1.10980 -0.92 0.91 -0.32
H -2.23942 0.94166 2.19578 -0.75 -0.60 -0.29
H -1.06996 1.24437 3.17263 0.73 -0.35 1.74

***

19
Properties=species:S:1:pos:R:3:forces:R:3 method="wB97M-V/def2-TZVPD" de_lowest_kcal_mol=92.65 fmax_ha_per_bohr=0.087 spin_multiplicity=1 orbital_gap_ha="0.2349 / 0.2348" e_homo_ev="-6.5 / -6.5"
C 0.36523 1.14397 2.71913 0.60 0.39 -3.39
C -0.52242 0.13553 2.78709 0.67 -0.94 -2.90
C 0.86129 1.41154 1.41333 0.90 1.37 0.99
C -0.82898 -0.64498 1.68445 1.25 2.47 -0.93
C 0.47315 0.70440 0.32296 -0.57 -0.71 -1.43
C 0.96064 0.98834 -1.01404 -1.49 -2.86 -1.38
C 0.65678 0.20535 -2.07271 -2.04 -1.37 1.64
C -0.35981 -0.86810 -1.88189 0.29 -0.83 -1.59
C -0.76260 -1.70246 -2.90343 0.98 2.16 2.56
N -0.90800 -1.12157 -0.67987 0.30 1.45 4.24
N -0.40889 -0.33058 0.42405 -0.95 -1.81 -1.05
H 0.53403 1.70564 3.55808 0.87 1.50 1.71
H -0.97108 -0.13688 3.64368 -1.42 -0.83 2.99
H 1.56839 2.20591 1.07691 -0.54 -0.43 1.19
H -1.50024 -1.39052 1.81714 -1.83 -2.38 -0.29
H 1.64539 1.70219 -1.18472 2.33 2.71 0.02
H 0.97838 0.14556 -3.08923 0.80 1.01 -0.33
H -1.39517 -2.50060 -2.78312 -1.57 -1.58 0.85
H -0.38609 -1.65275 -3.83783 1.41 0.68 -2.90

***

19
Properties=species:S:1:pos:R:3:forces:R:3 method="wB97M-V/def2-TZVPD" de_lowest_kcal_mol=6.39 fmax_ha_per_bohr=0.057 smiles=Nc1cccc2cccnc12 spin_multiplicity=1 orbital_gap_ha=0.3065 e_homo_ev=-7.9
N -1.62087 -2.19207 -0.18092 -2.36 1.14 0.27
C -1.34976 -0.81286 -0.10902 0.81 -1.53 0.91
C -2.28407 0.15814 -0.09474 -1.40 1.17 0.08
C -1.85435 1.51167 0.09675 -0.32 0.46 -1.00
C -0.55567 1.89074 0.02389 0.66 -1.06 0.33
C 0.42728 0.87334 -0.02381 1.53 0.50 0.42
C 1.83494 1.16284 -0.07952 -0.45 -0.01 -0.23
C 2.74021 0.13077 -0.18982 -0.56 -1.12 1.30
C 2.22521 -1.17544 0.08190 -1.65 0.79 -0.93
N 0.91652 -1.44843 0.14055 2.60 -1.29 0.46
C 0.05166 -0.46742 0.06492 -1.54 0.99 -1.29
H -0.82988 -2.71018 0.07583 1.30 -0.86 0.32
H -2.43746 -2.45587 0.40119 0.81 0.24 -0.80
H -3.38380 -0.04609 -0.24392 1.42 0.10 0.33
H -2.55231 2.32940 0.11478 -0.61 -0.09 0.13
H -0.15743 2.88260 0.02998 -0.43 0.70 0.08
H 2.14268 2.21040 -0.01250 -0.01 -0.32 -0.37
H 3.82482 0.18411 -0.26840 -0.31 0.57 -0.03
H 2.86226 -2.02564 0.17286 0.53 -0.39 0.02

***

22
Properties=species:S:1:pos:R:3:forces:R:3 method="wB97M-V/def2-TZVPD" de_lowest_kcal_mol=85.69 fmax_ha_per_bohr=0.094 spin_multiplicity=1 orbital_gap_ha="0.2416 / 0.2670" e_homo_ev="-7.3 / -7.1"
C 2.14185 -0.24609 -1.06044 1.26 -0.44 -0.87
C 1.80965 1.06866 -0.72236 -1.18 -2.26 -0.51
C 1.21138 -1.26027 -0.85018 -0.82 -0.36 0.40
C 0.56652 1.41510 -0.20765 0.79 -4.72 -0.61
C -0.03644 -0.99223 -0.31269 1.41 3.99 0.32
C -0.39258 0.37714 0.06695 1.55 -0.23 0.45
C -2.56407 0.47787 -1.55802 1.70 2.31 2.95
C -3.19747 -1.09140 0.18404 -0.33 -0.98 2.49
C -1.56773 0.61755 0.84662 -1.71 0.66 -0.09
N -3.08448 -0.62468 -1.16036 -0.90 -1.68 2.13
N -2.49594 -0.41773 1.14575 0.63 0.78 -1.58
O -2.03190 1.04616 -2.42144 -0.09 0.28 -1.99
O -3.82810 -2.08025 0.56056 0.29 1.10 -2.07
S -2.01760 2.10716 1.78097 0.25 -1.12 -0.91
H 3.12623 -0.49419 -1.58657 -1.46 0.47 1.01
H 2.46021 1.82055 -1.01769 1.21 1.40 -0.20
H 1.37916 -2.32162 -1.02288 0.49 0.30 -0.31
H 0.54559 2.41156 -0.15939 -1.51 3.75 0.92
H -0.70145 -1.72900 -0.05762 -1.35 -1.87 0.40
H -3.48995 -1.27394 -1.74632 -1.06 -1.83 -2.02
H -2.76157 -0.69146 2.08336 0.25 0.16 -0.05
H -0.78380 2.56401 1.86688 0.58 0.31 0.15

***

21
Properties=species:S:1:pos:R:3:forces:R:3 method="wB97M-V/def2-TZVPD" de_lowest_kcal_mol=50.30 fmax_ha_per_bohr=0.098 spin_multiplicity=1 orbital_gap_ha=0.2727 e_homo_ev=-8.8
C -0.46392 1.22478 2.17525 -0.80 1.35 -1.73
C 2.12269 -1.93932 0.33661 0.68 0.10 0.82
C 1.18771 -0.89337 0.43419 0.27 1.32 0.12
C 3.41265 -1.52431 0.04976 -1.62 1.76 0.79
C 1.78368 0.38931 0.28857 0.45 -2.38 -0.60
C 1.13815 1.61944 0.09102 -3.24 0.68 1.61
C -1.42949 0.47536 0.07364 1.01 1.51 -1.92
C -1.37540 0.49561 -1.48852 -0.98 0.69 1.27
C -0.69269 1.53920 0.84509 1.78 0.77 -4.63
N -0.15697 0.75830 3.14814 0.88 -1.43 3.65
N -1.98663 -0.48056 0.58348 -1.82 -3.47 1.46
S 1.56819 3.04496 -0.46188 0.32 0.11 -0.19
S 3.52418 0.22286 0.00093 -0.91 -1.21 -0.24
H 1.91678 -2.90845 0.79167 -0.05 -0.07 -0.87
H 0.10673 -1.05235 0.62004 1.28 0.08 -0.15
H 4.27824 -2.12794 0.08800 0.78 -0.39 -0.13
H -2.48300 0.55339 -1.91538 2.60 0.59 0.68
H -1.06975 -0.53577 -1.69910 0.28 0.44 -0.35
H -0.56121 1.26869 -1.69602 -1.61 -0.98 -0.85
H -1.19264 2.45076 0.43600 0.99 -0.05 1.23
H -1.84807 -0.63813 1.58318 -0.28 0.59 0.06

***

27
Properties=species:S:1:pos:R:3:forces:R:3 method="wB97M-V/def2-TZVPD" de_lowest_kcal_mol=0.00 fmax_ha_per_bohr=0.034 spin_multiplicity=1 orbital_gap_ha=0.1847 total_charge=-1 e_homo_ev=-3.4
O -2.15340 -3.46396 0.38615 -0.20 0.12 0.34
S -0.93759 -3.00449 -0.21380 -0.09 -0.37 -0.33
O -0.32570 -3.84245 -1.21403 0.40 0.12 -0.16
C 0.27654 -2.76170 1.10037 -0.04 0.88 0.23
C 1.44968 -2.00154 0.57930 -0.64 -0.45 0.27
N 1.38457 -0.81280 0.04807 1.40 -0.38 0.12
N 2.63583 -0.39188 -0.29589 -0.34 0.42 -0.21
C 3.43656 -1.34007 0.02903 0.06 -0.96 0.43
N 2.72925 -2.39760 0.58823 0.53 0.53 -0.30
H -1.04791 -1.69971 -0.64999 -0.19 -0.12 0.10
H -0.22154 -2.12818 1.84225 -0.04 -0.06 -0.04
H 0.53410 -3.71169 1.55923 -0.01 -0.15 -0.21
H 0.33788 -0.23993 -0.06953 -1.63 0.71 -0.02
H 4.50601 -1.34213 -0.08808 -0.01 0.03 -0.04
H 3.07167 -3.27882 0.92841 0.07 0.01 -0.03
C -1.29857 3.53789 0.77380 -0.12 0.39 -0.12
C -1.11854 2.17177 0.98309 0.17 -0.36 -0.08
C -1.11062 1.30456 -0.28349 -0.33 1.28 -0.60
O -0.87159 0.02117 -0.14008 0.78 -0.86 0.00
C -1.33887 1.85572 -1.50823 0.13 -1.35 0.15
C -1.54490 3.25543 -1.74613 -0.12 0.91 0.21
C -1.47317 4.17250 -0.49083 0.11 -0.07 0.71
O -1.56499 5.39544 -0.62093 -0.07 -0.08 -0.38
O -1.75473 3.74521 -2.84499 0.06 -0.32 0.08
O -0.93851 1.58412 2.07031 0.06 0.03 -0.07
H -1.29776 4.20715 1.62698 0.05 -0.10 0.07
H -1.36371 1.16601 -2.34923 0.02 0.20 -0.11

***

19
Properties=species:S:1:pos:R:3:forces:R:3 method="wB97M-V/def2-TZVPD" de_lowest_kcal_mol=106.55 fmax_ha_per_bohr=0.111 smiles="O=C1[C@@H]2C=CC=C2C=C[C@@H]1O" spin_multiplicity=1 orbital_gap_ha=0.2918 e_homo_ev=-8.0
O 2.57426 0.92520 0.70873 0.79 -0.32 0.27
C 1.41085 0.80442 0.67184 -5.04 -0.98 -1.97
C 0.46417 -0.61518 0.43400 1.32 -0.50 -0.51
C 1.20270 -1.78881 -0.07840 0.87 -1.12 0.43
C 0.36938 -2.70095 -0.62332 -1.43 4.28 1.27
C -0.97373 -2.16111 -0.72434 -2.76 2.44 -0.48
C -1.02967 -0.87632 -0.19567 5.51 -0.91 1.18
C -1.67231 0.35866 -0.25962 -1.73 1.73 -1.27
C -1.11263 1.55573 0.14942 0.62 -1.14 -1.39
C 0.30088 1.91154 0.69598 -0.54 0.57 0.71
O 0.81890 3.14054 0.13975 -1.41 0.13 -2.20
H 0.32417 -0.77745 1.48165 -0.30 -0.40 1.22
H 2.28598 -1.99727 0.03963 -0.85 0.45 0.03
H 0.61711 -3.51547 -1.11289 1.36 -4.08 -1.88
H -1.91198 -2.50489 -1.32092 2.04 0.02 1.17
H -2.58131 0.20030 -0.92052 0.43 1.44 1.23
H -1.53216 2.53701 -0.02210 -0.91 -0.24 -0.18
H -0.01438 2.15257 1.75637 1.07 -0.23 -0.57
H 0.45976 3.35148 -0.81959 0.96 -1.14 2.94

***

21
Properties=species:S:1:pos:R:3:forces:R:3 method="wB97M-V/def2-TZVPD" de_lowest_kcal_mol=0.00 fmax_ha_per_bohr=0.102 spin_multiplicity=1 orbital_gap_ha=0.3292 e_homo_ev=-8.3
C 0.99445 -2.06861 1.87742 0.73 -1.63 1.37
C 1.06335 -0.94021 2.71260 -1.14 0.88 -2.72
C 0.41916 -2.11588 0.61402 1.31 -2.10 1.41
C 0.57295 0.27048 2.19642 -0.93 -3.15 -4.10
C -0.06395 -0.98011 0.10746 -1.40 4.84 -1.52
C 0.00036 0.27802 0.83966 1.39 -2.27 2.93
C -0.78473 -0.88301 -1.23546 1.96 0.33 -0.29
C -0.77779 0.53443 -1.85131 1.27 -1.22 3.82
C -0.67037 1.69713 -0.90662 -0.77 0.60 -1.53
O 0.90605 2.19808 -3.11546 0.41 2.21 -2.87
O -0.50871 1.47348 0.42245 0.15 -0.37 0.96
S -1.77356 3.12492 -1.16354 1.76 0.66 -0.77
S 0.84161 1.38532 -1.95241 -0.74 -1.78 2.34
H 1.37753 -3.06832 2.14882 0.01 0.84 0.58
H 1.46736 -0.75480 3.66978 0.70 -1.12 1.00
H 0.44411 -3.14464 0.13798 -0.33 1.71 0.13
H 0.74373 1.07941 2.79153 -0.14 2.59 1.05
H -0.29139 -1.50802 -1.99747 -0.26 -0.22 0.42
H -1.73597 -1.28501 -0.99761 -1.40 -0.04 -0.48
H -1.40686 0.63776 -2.64179 -1.50 0.63 -2.39
H -0.81733 4.06959 -1.65645 -1.08 -1.38 0.67